Record 1
ORCA calculation (ωB97M-V/def2-TZVPD) on a structure of composition C4H5FeO2.

Output
E_LUMO (alpha / beta) = 0.2334 / -1.2304 eV
2S+1 = 6
HOMO-LUMO gap (alpha / beta) = 8.0 / 7.6 eV
Net charge = 0
Energy relative to the best compared isomer or geometry (same formula, charge and spin) = 0.1608 eV

Cartesian coordinates (Å):
O1 -2.74 1.30 0.10
C1 -1.58 1.02 0.36
C2 -1.12 -0.40 0.31
C3 0.38 -0.54 0.31
C4 1.15 -0.22 -0.75
O2 2.45 -0.32 -0.84
Fe1 3.96 -0.17 0.10
H1 -0.78 1.78 0.22
H2 -1.54 -0.87 1.22
H3 0.85 -0.94 1.21
H4 0.66 0.18 -1.66
H5 -1.68 -0.82 -0.58


Record 2
ORCA calculation (ωB97M-V/def2-TZVPD) on a structure of composition C4H5FeO3.

Output
E_LUMO (alpha / beta) = -10.7854 / -12.6619 eV
2S+1 = 6
HOMO-LUMO gap (alpha / beta) = 9.4 / 7.8 eV
Net charge = +2

Cartesian coordinates (Å):
O1 0.12 0.89 0.64
C1 -0.20 2.00 -0.15
C2 -1.08 2.88 0.34
H1 -1.23 3.81 -0.21
H2 -1.55 2.72 1.32
C3 0.08 -0.37 -0.06
O2 0.22 -0.49 -1.29
Fe1 -0.74 1.04 -2.02
O3 0.27 -1.37 0.75
C4 0.91 -2.56 0.25
H3 0.36 -2.94 -0.61
H4 1.95 -2.33 -0.04
H5 0.89 -3.27 1.08


Record 3
ORCA calculation (ωB97M-V/def2-TZVPD) on a structure of composition C4H5FeO6.

Output
E_LUMO (alpha / beta) = -5.1158 / -8.5912 eV
2S+1 = 7
HOMO-LUMO gap (alpha / beta) = 5.0 / 4.9 eV
Net charge = +1
Energy relative to the best compared isomer or geometry (same formula, charge and spin) = 2.3036 eV

Cartesian coordinates (Å):
O1 -0.97 0.57 1.32
C1 -0.28 -0.30 1.90
O2 -0.75 -1.00 2.84
O3 0.96 -0.58 1.51
Fe1 -2.50 -0.11 2.41
C2 1.37 0.09 -0.01
C3 2.60 0.01 0.83
H1 1.18 -0.80 -0.62
H2 0.99 1.11 -0.13
H3 3.13 -0.93 1.01
O4 2.89 1.18 1.56
C4 4.13 1.30 2.04
O5 5.03 0.51 1.89
O6 4.24 2.50 2.60
H4 5.17 2.65 2.84
H5 2.82 0.31 -0.45


Record 4
ORCA calculation (ωB97M-V/def2-TZVPD) on a structure of composition C4H5HgLiO5.

Output
E_LUMO (alpha / beta) = -15.6212 / -15.6213 eV
2S+1 = 2
HOMO-LUMO gap (alpha / beta) = 5.2 / 6.2 eV
Net charge = +3

Cartesian coordinates (Å):
O1 -3.23 -0.42 -0.11
C1 -2.34 0.27 0.48
O2 -2.60 1.02 1.42
O3 -1.07 -0.03 0.13
C2 1.27 -0.24 0.56
C3 -0.04 0.31 0.99
Li1 -4.54 0.74 1.41
H1 2.08 0.04 1.24
H2 1.21 -1.34 0.54
H3 0.57 1.33 0.68
H4 -0.28 0.08 2.03
Hg1 -3.15 -1.66 -1.47
O4 1.76 0.02 -1.02
C4 2.91 -0.04 -1.43
O5 3.28 0.12 -2.62
H5 4.18 -0.19 -2.82


Record 5
ORCA calculation (ωB97M-V/def2-TZVPD) on a cluster of 2 separate species, C4H5I in total.

Output
E_LUMO = 0.2791 eV
HOMO-LUMO gap = 9.5 eV
SMILES = C=CI.C#C
Net charge = 0
Energy relative to the best compared isomer or geometry (same formula, charge and spin) = 3.2442 eV

Cartesian coordinates (Å):
C1 -0.38 -0.12 1.48
C2 -0.98 -0.82 0.46
I1 -2.72 -0.39 -0.77
H1 -0.68 0.83 1.80
H2 0.54 -0.39 1.97
H3 -0.73 -1.89 0.31
C3 1.60 0.75 -1.81
C4 0.92 0.55 -0.84
H4 1.61 1.06 -2.81
H5 0.81 0.41 0.21


Record 6
ORCA calculation (ωB97M-V/def2-TZVPD) on an isolated molecule of C4H5I.

Output
E_LUMO = 0.4108 eV
HOMO-LUMO gap = 9.2 eV
SMILES = C[C@@H]1C=C1I
Net charge = 0
Energy relative to the best compared isomer or geometry (same formula, charge and spin) = 2.1748 eV

Cartesian coordinates (Å):
C1 -0.02 0.74 0.07
C2 -0.41 -0.73 0.03
C3 0.01 -1.66 -1.07
C4 -1.25 -1.31 -1.37
I1 -3.06 -1.21 -2.28
H1 -0.59 1.35 0.64
H2 -0.13 1.15 -1.04
H3 1.10 0.93 0.17
H4 -0.76 -1.29 0.96
H5 0.69 -2.44 -1.43


Record 7
ORCA calculation (ωB97M-V/def2-TZVPD) on an isolated molecule of C4H5I.

Output
E_LUMO = 0.4686 eV
HOMO-LUMO gap = 8.0 eV
Net charge = 0
Energy relative to the best compared isomer or geometry (same formula, charge and spin) = 4.4564 eV

Cartesian coordinates (Å):
C1 -0.02 1.14 0.66
C2 0.35 0.08 1.53
C3 1.05 0.13 0.39
C4 -0.52 -0.93 -1.32
I1 -1.79 0.64 -0.86
H1 0.03 2.20 0.81
H2 0.07 -0.46 2.41
H3 1.95 -0.07 -0.12
H4 -0.99 -1.89 -1.16
H5 -0.15 -0.85 -2.34


Record 8
ORCA calculation (ωB97M-V/def2-TZVPD) on an isolated molecule of C4H5IN2O.

Output
E_LUMO (alpha / beta) = -0.6659 / -0.6658 eV
HOMO-LUMO gap (alpha / beta) = 7.7 / 7.7 eV
Net charge = 0
Energy relative to the best compared isomer or geometry (same formula, charge and spin) = 4.3985 eV

Cartesian coordinates (Å):
C1 -0.63 -0.34 -0.85
C2 0.75 -1.86 -0.30
C3 0.55 0.30 -0.45
C4 0.76 1.62 -0.29
N1 1.39 -0.76 -0.15
N2 -1.16 0.94 2.14
O1 -0.46 -1.72 -0.83
I1 -2.30 0.15 0.77
H1 -0.97 -0.04 -1.90
H2 1.13 -2.84 -0.04
H3 1.60 2.20 -0.03
H4 -0.02 2.26 -0.61
H5 -0.62 0.09 2.55


Record 9
ORCA calculation (ωB97M-V/def2-TZVPD) on a structure of composition C4H5IN2S.

Output
E_LUMO (alpha / beta) = -0.7011 / -2.0721 eV
HOMO-LUMO gap (alpha / beta) = 9.0 / 6.6 eV
Net charge = 0
Energy relative to the best compared isomer or geometry (same formula, charge and spin) = 5.4757 eV

Cartesian coordinates (Å):
C1 -1.21 -0.02 0.68
C2 -1.11 0.14 -0.67
C3 -0.72 -1.16 1.56
C4 2.49 -0.03 -1.96
N1 -1.88 1.07 1.17
N2 -2.31 1.97 0.42
S1 -1.84 1.62 -1.14
I1 3.38 0.32 -0.15
H1 0.34 -0.74 1.63
H2 -1.30 -1.11 2.52
H3 -0.85 -2.13 1.04
H4 2.97 -0.66 -2.59
H5 2.03 0.75 -2.48


Record 10
ORCA calculation (ωB97M-V/def2-TZVPD) on a structure of composition C4H5LiMgNaO2.

Output
E_LUMO (alpha / beta) = -1.6230 / -1.6519 eV
2S+1 = 2
HOMO-LUMO gap (alpha / beta) = 4.0 / 4.2 eV
Net charge = 0
Energy relative to the best compared isomer or geometry (same formula, charge and spin) = 0.0000 eV

Cartesian coordinates (Å):
O1 2.01 -0.10 0.49
C1 0.70 -0.15 0.04
C2 -0.45 -0.57 0.93
Mg1 3.01 1.29 -0.57
Na1 2.94 -1.79 1.79
H1 0.51 -0.57 -0.97
H2 0.32 0.86 -0.15
H3 -0.50 -1.67 0.91
H4 -0.27 -0.23 1.96
C3 -2.03 -0.08 0.10
C4 -2.17 0.66 -0.98
O2 -1.48 1.32 -1.81
Li1 0.24 1.69 -2.29
H5 -2.83 -0.66 0.56


Record 11
ORCA calculation (ωB97M-V/def2-TZVPD) on a structure of composition C4H5LiOTb.

Output
E_LUMO (alpha / beta) = -8.0315 / -9.3144 eV
2S+1 = 8
HOMO-LUMO gap (alpha / beta) = 8.0 / 6.7 eV
Net charge = +2
Energy relative to the best compared isomer or geometry (same formula, charge and spin) = 0.0000 eV

Cartesian coordinates (Å):
C1 -1.74 -0.09 0.92
C2 -0.52 0.31 0.58
C3 0.34 1.33 0.04
H1 -1.89 -1.07 1.37
H2 -2.62 0.48 0.63
H3 0.19 1.64 -1.00
H4 0.78 2.08 0.70
O1 1.07 -1.07 -0.93
C4 0.96 -0.25 0.16
Tb1 -0.25 -2.77 -1.58
Li1 2.19 0.02 -1.96
H5 1.51 -0.60 1.05


Record 12
ORCA calculation (ωB97M-V/def2-TZVPD) on a structure of composition C4H5MgO6.

Output
E_LUMO (alpha / beta) = 0.2141 / -0.7181 eV
2S+1 = 2
HOMO-LUMO gap (alpha / beta) = 7.1 / 10.0 eV
Net charge = 0
Energy relative to the best compared isomer or geometry (same formula, charge and spin) = 0.0000 eV

Cartesian coordinates (Å):
O1 -3.24 -0.44 -0.54
C1 -2.53 -0.73 0.47
O2 -3.06 -1.16 1.53
O3 -1.21 -0.61 0.44
Mg1 -4.93 -1.08 0.55
C2 -0.61 -0.14 -0.81
C3 0.85 -0.30 -0.51
H1 -0.91 -0.84 -1.60
H2 -0.88 0.90 -1.00
H3 1.13 -1.30 -0.14
O4 1.32 0.73 0.35
C4 2.63 0.88 0.44
O5 3.46 0.23 -0.15
O6 2.88 1.91 1.24
H4 3.84 2.04 1.30
H5 1.24 -0.12 -1.55


Q: Number 7 is which compound?
A: C4H5I